No. 1
Density functional theory data (ωB97M-V with the def2-TZVPD basis set) for a single C7H10 molecule.

Last columns: bonded neighbours and bond lengths (Å).
Cartesian coordinates (Å):
1 C 1.600 -0.208 0.930  C2 1.493, C3 1.506, H8 1.085, H9 1.088
2 C 2.000 0.798 -0.098  C1 1.493, C3 1.508, H10 1.085, H17 1.087
3 C 1.202 -0.414 -0.507  C1 1.506, C2 1.508, C4 1.515, H11 1.087
4 C -0.253 -0.179 -0.856  C3 1.515, C5 1.634, C7 1.432, H12 1.101
5 C -1.430 -0.708 0.147  C4 1.634, C6 1.593, C7 1.706, H13 1.085, H14 1.089
6 C -2.265 0.645 0.053  C5 1.593, C7 1.437, H15 1.095, H16 1.090
7 C -0.855 0.879 -0.100  C4 1.432, C5 1.706, C6 1.437
8 H 2.357 -0.855 1.361  C1 1.085
9 H 0.795 0.092 1.598  C1 1.088
10 H 3.042 0.876 -0.390  C2 1.085
11 H 1.721 -1.194 -1.058  C3 1.087
12 H -0.538 -0.526 -1.861  C4 1.101
13 H -1.139 -1.133 1.103  C5 1.085
14 H -1.982 -1.414 -0.473  C5 1.089
15 H -3.021 0.545 -0.733  C6 1.095
16 H -2.666 1.069 0.974  C6 1.090
17 H 1.433 1.726 -0.088  C2 1.087

Output
HOMO level ... -7.621 eV
Energy above the lowest of the compared OMol25 structures with the same formula, charge and spin ... 4.9711 eV
DFT total energy ... -7416.0637 eV

---

No. 2
Density functional theory data (ωB97M-V with the def2-TZVPD basis set) for a single C3HN molecule in a non-equilibrium geometry.

Last columns: bonded neighbours and bond lengths (Å).
Cartesian coordinates (Å):
1 C -0.259 -0.806 0.958  C2 1.302, H5 1.091
2 C 0.009 -0.265 -0.195  C1 1.302, C3 1.282
3 C 0.038 0.732 -1.001  C2 1.282, N4 1.263
4 N 0.247 1.873 -1.501  C3 1.263
5 H -0.035 -1.534 1.739  C1 1.091

Output
HOMO level ... -10.461 eV
Energy above the lowest of the compared OMol25 structures with the same formula, charge and spin ... 1.5978 eV
Structure (SMILES) ... C#CC#N
DFT total energy ... -4612.9545 eV